The following is a quantum chemistry calculation of a 5-piece molecular cluster, C23H56BBrN3O15S4 overall at a distorted geometry, from OMol25.

Properties
Total energy in eV: -173996.045
LUMO energy in Eh: -0.1545
Strongest force on any atom in Eh/bohr: 0.0216
Charge: +1
HOMO energy in eV: -11.3

Each atom is followed by the atoms it is bonded to, with distances in Å.
Positions of all 103 atoms, in Å:
1 C 1.656 1.542 0.054  O2 1.413, H20 1.090, H21 1.095, H22 1.094
2 O 1.695 1.401 1.460  C1 1.413, C3 1.414
3 C 0.741 0.475 1.941  O2 1.414, C4 1.528, H23 1.097, H24 1.085
4 C 1.382 -0.564 2.859  C3 1.528, C5 1.540, H25 1.091, H26 1.093
5 C 0.637 -1.908 2.962  C4 1.540, C6 1.540, H27 1.091, H28 1.095
6 C 0.147 -2.627 1.692  C5 1.540, Br7 1.956, C8 1.534, C16 1.582
7 Br 1.440 -2.510 0.228  C6 1.956
8 C 0.032 -4.123 2.015  C6 1.534, N9 1.481, H29 1.094, H30 1.085
9 N -0.762 -4.659 0.885  C8 1.481, B10 1.537, C15 1.278
10 B -0.687 -6.080 0.306  N9 1.537, O11 1.363, N12 1.408
11 O -0.242 -7.034 1.173  B10 1.363, H31 0.963
12 N -1.192 -6.244 -0.998  B10 1.408, C13 1.479, C14 1.475
13 C -0.557 -5.467 -2.085  N12 1.479, H32 1.090, H33 1.093, H34 1.091
14 C -1.387 -7.649 -1.403  N12 1.475, H35 1.088, H36 1.089, H37 1.092
15 C -1.513 -3.727 0.434  N9 1.278, C16 1.499, H38 1.087
16 C -1.307 -2.405 1.111  C6 1.582, C15 1.499, O17 1.406, C18 1.547
17 O -1.377 -1.339 0.197  C16 1.406, H39 0.964
18 C -2.404 -2.201 2.182  C16 1.547, N19 1.445, H40 1.094, H41 1.102
19 N -2.302 -0.870 2.734  C18 1.445, H42 1.012, H43 1.013
20 H 2.546 2.091 -0.253  C1 1.090
21 H 1.653 0.578 -0.465  C1 1.095
22 H 0.779 2.111 -0.267  C1 1.094
23 H -0.026 1.032 2.493  C3 1.097
24 H 0.239 0.006 1.101  C3 1.085
25 H 2.429 -0.704 2.586  C4 1.091
26 H 1.385 -0.147 3.870  C4 1.093
27 H -0.225 -1.769 3.616  C5 1.091
28 H 1.306 -2.621 3.455  C5 1.095
29 H -0.572 -4.246 2.918  C8 1.094
30 H 0.975 -4.645 2.144  C8 1.085
31 H 0.683 -7.293 1.118  O11 0.963
32 H -0.325 -4.449 -1.770  C13 1.090
33 H 0.372 -5.946 -2.402  C13 1.093
34 H -1.233 -5.407 -2.939  C13 1.091
35 H -2.202 -8.089 -0.833  C14 1.088
36 H -1.662 -7.676 -2.457  C14 1.089
37 H -0.484 -8.248 -1.270  C14 1.092
38 H -2.201 -3.914 -0.386  C15 1.087
39 H -1.901 -1.538 -0.587  O17 0.964
40 H -2.327 -2.934 2.990  C18 1.094
41 H -3.363 -2.405 1.679  C18 1.102
42 H -2.459 -0.171 2.019  N19 1.012
43 H -2.986 -0.758 3.472  N19 1.013
44 O -1.805 1.243 -2.578  S45 1.437
45 S -0.645 1.531 -3.376  O44 1.437, O46 1.430, O47 1.578, C50 1.756
46 O 0.417 2.300 -2.803  S45 1.430
47 O -1.096 2.173 -4.744  S45 1.578, C48 1.457
48 C -2.007 3.309 -4.688  O47 1.457, C49 1.511, H51 1.090, H52 1.087
49 C -1.294 4.600 -4.360  C48 1.511, H53 1.089, H54 1.090, H55 1.090
50 C 0.014 0.043 -4.036  S45 1.756, H56 1.087, H57 1.089, H58 1.088
51 H -2.800 3.083 -3.975  C48 1.090
52 H -2.446 3.336 -5.683  C48 1.087
53 H -0.916 4.601 -3.340  C49 1.089
54 H -1.990 5.432 -4.474  C49 1.090
55 H -0.451 4.753 -5.034  C49 1.090
56 H -0.787 -0.510 -4.519  C50 1.087
57 H 0.426 -0.514 -3.196  C50 1.089
58 H 0.794 0.292 -4.752  C50 1.088
59 O 5.365 5.734 0.610  S60 1.432
60 S 5.440 6.004 2.014  O59 1.432, O61 1.430, O62 1.586, C65 1.756
61 O 6.291 5.195 2.829  S60 1.430
62 O 3.970 6.010 2.611  S60 1.586, C63 1.454
63 C 3.126 4.873 2.284  O62 1.454, C64 1.510, H66 1.090, H67 1.088
64 C 3.437 3.654 3.120  C63 1.510, H68 1.089, H69 1.089, H70 1.091
65 C 5.808 7.699 2.288  S60 1.756, H71 1.086, H72 1.088, H73 1.086
66 H 3.221 4.668 1.217  C63 1.090
67 H 2.116 5.235 2.466  C63 1.088
68 H 4.420 3.250 2.881  C64 1.089
69 H 2.692 2.885 2.918  C64 1.089
70 H 3.429 3.904 4.182  C64 1.091
71 H 5.123 8.305 1.700  C65 1.086
72 H 6.834 7.848 1.960  C65 1.088
73 H 5.712 7.907 3.350  C65 1.086
74 O 1.510 0.056 -7.010  S75 1.437
75 S 2.705 0.403 -7.729  O74 1.437, O76 1.428, O77 1.578, C80 1.756
76 O 3.718 1.140 -7.043  S75 1.428
77 O 2.293 1.143 -9.061  S75 1.578, C78 1.457
78 C 1.357 2.253 -8.950  O77 1.457, C79 1.511, H81 1.090, H82 1.087
79 C 2.024 3.525 -8.480  C78 1.511, H83 1.089, H84 1.091, H85 1.089
80 C 3.410 -1.027 -8.464  S75 1.756, H86 1.086, H87 1.088, H88 1.087
81 H 0.540 1.951 -8.293  C78 1.090
82 H 0.961 2.356 -9.958  C78 1.087
83 H 2.357 3.445 -7.447  C79 1.089
84 H 1.314 4.349 -8.555  C79 1.091
85 H 2.891 3.753 -9.099  C79 1.089
86 H 2.639 -1.555 -9.017  C80 1.086
87 H 3.792 -1.638 -7.649  C80 1.088
88 H 4.221 -0.713 -9.116  C80 1.087
89 O -3.764 -1.197 5.797  S90 1.439
90 S -3.730 -0.909 7.206  O89 1.439, O91 1.428, O92 1.576, C95 1.755
91 O -3.249 -1.927 8.084  S90 1.428
92 O -5.156 -0.417 7.659  S90 1.576, C93 1.457
93 C -6.308 -1.234 7.303  O92 1.457, C94 1.511, H96 1.090, H97 1.087
94 C -6.473 -2.425 8.219  C93 1.511, H98 1.089, H99 1.090, H100 1.089
95 C -2.863 0.589 7.498  S90 1.755, H101 1.086, H102 1.088, H103 1.087
96 H -6.213 -1.527 6.258  C93 1.090
97 H -7.146 -0.546 7.387  C93 1.087
98 H -5.671 -3.148 8.085  C94 1.089
99 H -7.423 -2.913 8.001  C94 1.090
100 H -6.474 -2.108 9.261  C94 1.089
101 H -3.267 1.362 6.851  C95 1.086
102 H -1.818 0.394 7.265  C95 1.088
103 H -2.976 0.851 8.546  C95 1.087

Mulliken population analysis, charges in e, atoms 1 to 4: -0.91, -0.29, 0.11, -0.99